Run 1
Density functional theory data (wB97M-V/def2-TZVPD) for 2 unconnected molecules or ions with the total composition C2H8N2O.

CARTESIAN COORDINATES (ANGSTROEM)
1 N -3.141 -0.669 0.403
2 C -1.848 -0.457 0.104
3 O -1.427 0.532 -0.440
4 H -3.819 0.038 0.163
5 H -3.457 -1.506 0.858
6 H -1.197 -1.293 0.409
7 C 2.492 0.720 0.153
8 N 1.620 -0.171 -0.592
9 H 3.504 0.312 0.146
10 H 2.146 0.762 1.185
11 H 2.532 1.748 -0.237
12 H 1.921 -0.215 -1.560
13 H 0.673 0.200 -0.593

natural (NBO) population analysis, charges in e, atoms 1 to 4:
1 N -0.81
2 C 0.53
3 O -0.62
4 H 0.40

Run 2
Density functional theory data (wB97M-V/def2-TZVPD) for 2 unconnected molecules or ions with the total composition C2H8N2O.

CARTESIAN COORDINATES (ANGSTROEM)
1 N -1.719 -0.769 -0.092
2 C -1.332 0.474 -0.460
3 O -1.311 1.441 0.383
4 H -1.634 -1.558 -0.714
5 H -1.907 -0.936 0.886
6 H -1.259 0.619 -1.545
7 C 1.216 0.389 -0.268
8 N 1.733 -0.511 0.747
9 H 1.911 1.225 -0.415
10 H 1.155 -0.127 -1.228
11 H 0.221 1.073 0.177
12 H 1.827 -0.027 1.636
13 H 1.100 -1.292 0.893

natural (NBO) population analysis, charges in e, atoms 1 to 4:
1 N -0.80
2 C 0.55
3 O -0.68
4 H 0.40

Run 3
Density functional theory data (wB97M-V/def2-TZVPD) for 2 unconnected molecules or ions with the total composition C2H8N2O.

CARTESIAN COORDINATES (ANGSTROEM)
1 C -2.286 0.402 0.567
2 O -2.643 -0.555 -0.042
3 H -1.770 1.304 0.201
4 H -2.364 0.460 1.677
5 N 2.376 -0.291 0.587
6 C 1.308 -0.452 -0.355
7 N 0.715 0.822 -0.818
8 H 3.196 -0.828 0.365
9 H 2.131 -0.373 1.555
10 H 1.698 -0.987 -1.224
11 H 0.462 -1.087 -0.074
12 H 0.955 1.518 -0.106
13 H 1.237 1.124 -1.640

natural (NBO) population analysis, charges in e, atoms 1 to 4:
1 C 0.29
2 O -0.49
3 H 0.12
4 H 0.08

Name the most stable of them. run 1.

Run 1
Density functional theory data (wB97M-V/def2-TZVPD) for C4H4ClNO in the gas phase.

CARTESIAN COORDINATES (ANGSTROEM)
1 N -1.466 -2.350 0.131
2 C -0.721 -1.598 0.550
3 C 0.164 -0.524 0.913
4 Cl -0.467 -0.129 2.561
5 C -0.053 0.716 0.004
6 C 0.639 0.881 -1.252
7 O -0.713 0.408 -1.159
8 H 1.187 -0.793 1.106
9 H -0.462 1.522 0.683
10 H 0.682 1.796 -1.806
11 H 1.209 0.070 -1.732

natural (NBO) population analysis, charges in e, atoms 1 to 4:
1 N -0.26
2 C 0.25
3 C -0.30
4 Cl -0.03

Run 2
Density functional theory data (wB97M-V/def2-TZVPD) for C4H4ClNO in the gas phase.

CARTESIAN COORDINATES (ANGSTROEM)
1 O -2.246 -0.628 -0.001
2 C -0.918 -0.296 -0.133
3 C 0.272 -0.966 -0.094
4 C 1.339 -0.124 -0.094
5 Cl 3.063 -0.367 -0.020
6 C 0.806 1.144 0.018
7 N -0.552 1.014 -0.104
8 H -2.294 -1.626 0.501
9 H 0.301 -2.071 -0.196
10 H 1.372 2.045 0.209
11 H -1.142 1.875 -0.087

natural (NBO) population analysis, charges in e, atoms 1 to 4:
1 O -0.67
2 C 0.42
3 C -0.39
4 C -0.11

Name the most stable of them. run 2.

Run 1
Density functional theory data (wB97M-V/def2-TZVPD) for 2 unconnected molecules or ions with the total composition C5H11O2.

Values from the calculation:
* ⟨S²⟩: 0.750
* 2S+1: 2
* net charge: -2

CARTESIAN COORDINATES (ANGSTROEM)
1 C 1.425 1.687 0.521
2 C 2.932 1.551 0.813
3 H 0.849 1.313 1.367
4 H 1.203 2.753 0.424
5 H 1.167 1.126 -0.378
6 H 3.212 2.106 1.715
7 H 3.222 0.500 0.910
8 H 3.538 1.961 -0.011
9 C -1.267 -0.940 -0.637
10 C -2.231 -1.754 -1.498
11 C -1.589 -1.068 0.860
12 O -2.722 -0.638 1.221
13 O -0.726 -1.609 1.584
14 H -0.237 -1.237 -0.818
15 H -1.332 0.111 -0.933
16 H -3.244 -1.362 -1.400
17 H -2.251 -2.797 -1.184
18 H -1.948 -1.704 -2.557

natural (NBO) population analysis, charges in e, atoms 1 to 4:
1 C -0.70
2 C -1.28
3 H 0.20
4 H 0.17

Run 2
Density functional theory data (wB97M-V/def2-TZVPD) for 2 unconnected molecules or ions with the total composition C5H11O2.

Values from the calculation:
* ⟨S²⟩: 0.750
* 2S+1: 2
* net charge: -2

CARTESIAN COORDINATES (ANGSTROEM)
1 C 1.655 0.892 0.205
2 C 2.116 0.376 1.668
3 H 1.667 0.088 -0.589
4 H 0.688 1.272 0.267
5 H 2.164 1.789 -0.273
6 H 2.676 1.192 2.235
7 H 2.669 -0.528 1.431
8 H 1.206 0.068 2.206
9 C -1.156 -0.940 -1.021
10 C -1.793 -0.759 0.428
11 C -1.328 0.278 -1.905
12 O -2.498 0.566 -2.260
13 O -0.315 0.909 -2.138
14 H -0.098 -1.122 -0.955
15 H -1.558 -1.887 -1.545
16 H -2.893 -0.437 0.232
17 H -1.212 -0.094 1.068
18 H -1.990 -1.663 0.945

natural (NBO) population analysis, charges in e, atoms 1 to 4:
1 C -0.66
2 C -1.33
3 H 0.20
4 H 0.20

Name the most stable of them. run 1.

Run 1
Density functional theory data (wB97M-V/def2-TZVPD) for 2 unconnected molecules or ions with the total composition C5H11O2.

Values from the calculation:
* ⟨S²⟩: 0.750
* 2S+1: 2
* net charge: -2

CARTESIAN COORDINATES (ANGSTROEM)
1 C -1.735 1.542 3.063
2 C -1.383 0.483 2.024
3 H -2.428 1.246 3.848
4 H -0.738 1.828 3.532
5 H -1.963 2.511 2.603
6 H -1.218 0.914 1.040
7 H -2.206 -0.235 1.833
8 H -0.523 -0.129 2.273
9 C 0.944 -1.492 -1.290
10 C 0.500 -1.706 0.187
11 C 0.716 0.073 -1.723
12 O 0.841 0.299 -2.957
13 O 0.769 0.861 -0.772
14 H 2.011 -1.758 -1.285
15 H 0.554 -2.052 -2.125
16 H 0.481 -2.774 0.364
17 H -0.431 -1.166 0.364
18 H 1.178 -1.102 0.792

natural (NBO) population analysis, charges in e, atoms 1 to 4:
1 C -1.28
2 C -0.75
3 H 0.14
4 H 0.16

Run 2
Density functional theory data (wB97M-V/def2-TZVPD) for 2 unconnected molecules or ions with the total composition C5H11O2.

Values from the calculation:
* ⟨S²⟩: 0.751
* 2S+1: 2
* net charge: -2

CARTESIAN COORDINATES (ANGSTROEM)
1 C 1.352 1.011 1.502
2 C 2.701 0.554 2.062
3 H 0.869 0.270 0.873
4 H 0.536 1.070 2.235
5 H 1.453 1.920 0.903
6 H 2.572 0.136 3.067
7 H 3.131 -0.115 1.306
8 H 3.502 1.305 2.170
9 C -1.185 -0.179 -1.223
10 C -2.070 -0.348 -2.451
11 C -1.454 -1.370 -0.236
12 O -2.657 -1.697 -0.045
13 O -0.465 -1.781 0.405
14 H -0.131 -0.203 -1.496
15 H -1.309 0.718 -0.625
16 H -3.004 -0.825 -2.165
17 H -1.658 -1.021 -3.220
18 H -2.185 0.556 -3.064

natural (NBO) population analysis, charges in e, atoms 1 to 4:
1 C -0.73
2 C -1.27
3 H 0.23
4 H 0.18

Run 3
Density functional theory data (wB97M-V/def2-TZVPD) for 2 unconnected molecules or ions with the total composition C5H11O2.

Values from the calculation:
* ⟨S²⟩: 0.750
* 2S+1: 2
* net charge: -2

CARTESIAN COORDINATES (ANGSTROEM)
1 C 0.628 0.064 1.535
2 C 1.649 1.033 1.068
3 C 1.434 -1.246 2.134
4 O 0.596 -2.156 2.421
5 O 2.636 -1.272 2.391
6 H 0.096 0.373 2.428
7 H -0.028 -0.366 0.860
8 H 2.486 1.507 1.705
9 H 1.209 1.924 0.606
10 H 2.309 0.587 0.303
11 C -1.603 0.695 -2.118
12 C -1.647 -0.788 -1.733
13 H -0.714 1.348 -1.726
14 H -1.582 0.926 -3.262
15 H -2.557 1.205 -1.875
16 H -0.745 -1.428 -2.076
17 H -1.588 -1.032 -0.628
18 H -2.579 -1.373 -2.035

natural (NBO) population analysis, charges in e, atoms 1 to 4:
1 C -0.54
2 C -0.63
3 C 0.78
4 O -0.84

Name the most stable of them. run 2.

Run 1
Density functional theory data (wB97M-V/def2-TZVPD) for 2 unconnected molecules or ions with the total composition CH7N3O.

CARTESIAN COORDINATES (ANGSTROEM)
1 C -0.544 -0.422 -0.767
2 N -0.289 0.606 1.276
3 N -0.940 0.486 0.143
4 N 0.071 -1.583 -0.320
5 O 1.842 1.233 -0.284
6 H 1.437 1.130 0.599
7 H -0.553 1.470 1.743
8 H -1.536 1.242 -0.202
9 H 0.410 -1.467 0.628
10 H -0.408 -2.445 -0.524
11 H -1.192 -0.515 -1.623
12 H 1.702 0.267 -0.669

natural (NBO) population analysis, charges in e, atoms 1 to 4:
1 C 0.12
2 N -0.72
3 N -0.24
4 N -0.84

Run 2
Density functional theory data (wB97M-V/def2-TZVPD) for 2 unconnected molecules or ions with the total composition CH7N3O.

CARTESIAN COORDINATES (ANGSTROEM)
1 N -0.948 0.026 -0.476
2 C 0.268 -0.288 -0.682
3 N 0.991 -0.125 -1.826
4 N 1.065 -0.725 0.426
5 H -1.446 0.421 -1.269
6 H 0.566 0.398 -2.572
7 H 1.946 -0.001 -1.738
8 H 0.853 -1.681 0.654
9 H 0.967 -0.046 1.155
10 O -1.129 0.594 2.391
11 H -1.742 1.336 2.336
12 H -1.391 0.090 1.602

natural (NBO) population analysis, charges in e, atoms 1 to 4:
1 N -0.78
2 C 0.59
3 N -0.81
4 N -0.90

Name the most stable of them. run 2.

Run 1
Density functional theory data (wB97M-V/def2-TZVPD) for CH7N3O in the gas phase.

CARTESIAN COORDINATES (ANGSTROEM)
1 N -1.342 -0.740 1.634
2 N -1.428 -0.204 0.373
3 N 0.006 -0.419 -0.535
4 C 0.894 0.752 -0.785
5 O 2.180 0.411 -0.467
6 H -1.549 -1.660 1.565
7 H -0.552 -0.533 2.268
8 H -1.600 0.842 0.316
9 H -0.335 -0.650 -1.471
10 H 0.764 0.943 -1.830
11 H 0.690 1.784 -0.342
12 H 2.273 -0.526 -0.726

natural (NBO) population analysis, charges in e, atoms 1 to 4:
1 N -0.63
2 N -0.31
3 N -0.57
4 C 0.06

Run 2
Density functional theory data (wB97M-V/def2-TZVPD) for 2 unconnected molecules or ions with the total composition CH7N3O.

CARTESIAN COORDINATES (ANGSTROEM)
1 H -1.569 -1.409 -0.908
2 N -1.176 -1.092 -0.011
3 N -1.488 0.032 0.363
4 O -2.146 0.822 -0.622
5 H -2.392 1.642 -0.175
6 C 1.599 -0.379 -0.079
7 N 1.153 0.787 0.611
8 H 0.619 -1.037 -0.294
9 H 2.051 -0.113 -1.033
10 H 2.273 -0.966 0.547
11 H 0.735 0.520 1.498
12 H 0.340 1.193 0.102

natural (NBO) population analysis, charges in e, atoms 1 to 4:
1 H 0.34
2 N -0.37
3 N 0.12
4 O -0.60

Name the most stable of them. run 2.